{"formula": "C49H49AsCdClN6O7P2Sb", "method": "ωB97M-V with the def2-TZVPD basis set", "relative_energy_kj_mol": 247.0, "gap_ev": 8.125, "lumo_ev": 0.25, "e_tot_ha": -6538.6860, "spin_multiplicity": 1, "total_charge": 0, "e_homo_ha": -0.289, "elements": ["Cd", "C", "C", "C", "C", "C", "C", "N", "Sb", "C", "C", "C", "C", "C", "C", "N", "C", "C", "C", "C", "C", "C", "N", "H", "H", "H", "H", "H", "H", "H", "H", "H", "H", "H", "H", "H", "H", "H", "H", "H", "H", "C", "C", "O", "P", "O", "O", "O", "P", "O", "O", "O", "H", "H", "H", "H", "H", "H", "H", "Cl", "C", "C", "C", "C", "C", "C", "As", "C", "C", "C", "C", "C", "C", "C", "C", "C", "C", "C", "C", "H", "H", "H", "H", "H", "H", "H", "H", "H", "H", "H", "H", "H", "H", "H", "C", "C", "N", "C", "C", "C", "C", "C", "C", "C", "C", "N", "C", "N", "H", "H", "H", "H", "H", "H", "H", "H", "H"], "positions_angstrom": [[0.1990, 0.3941, -0.2593], [1.4864, 0.5371, 3.6752], [0.3095, -0.3747, 3.7525], [-0.1608, -0.7523, 5.0105], [-1.2282, -1.6228, 5.1061], [-1.7886, -2.0910, 3.9307], [-1.2649, -1.6688, 2.7177], [-0.2415, -0.8280, 2.6250], [-2.0874, -2.5318, 0.9037], [-2.9800, -0.6729, 0.1231], [-3.8882, -0.9029, -0.9004], [-4.7031, 0.1296, -1.3174], [-4.6660, 1.3130, -0.6005], [-3.8036, 1.4242, 0.4831], [-3.9136, 2.6014, 1.4065], [-2.9296, 0.4608, 0.8037], [-0.1504, -3.5675, 0.4577], [-0.2369, -4.8955, 0.8683], [0.8301, -5.7423, 0.6269], [1.9251, -5.2355, -0.0493], [1.9143, -3.9032, -0.4499], [3.0628, -3.3635, -1.2449], [0.8995, -3.0865, -0.1708], [1.3821, 1.3601, 4.3775], [1.5996, 0.9419, 2.6756], [2.3907, -0.0106, 3.9363], [0.3208, -0.3637, 5.8960], [-1.6078, -1.9354, 6.0694], [-2.6202, -2.7803, 3.9375], [-3.9192, -1.8802, -1.3649], [-5.3706, 0.0122, -2.1578], [-5.3045, 2.1401, -0.8683], [-4.6437, 3.3142, 1.0299], [-2.9557, 3.1051, 1.5287], [-4.2305, 2.2604, 2.3921], [-1.1298, -5.2448, 1.3770], [0.7965, -6.7797, 0.9355], [2.7719, -5.8652, -0.2850], [3.4287, -4.1190, -1.9370], [3.8855, -3.0951, -0.5839], [2.7519, -2.4834, -1.7955], [-2.6016, -1.8372, -4.4246], [-1.3096, -1.0964, -4.1638], [-0.4104, -1.2211, -5.2532], [-0.3374, -1.6637, -2.7159], [-0.0385, -3.2128, -2.8719], [1.0568, -0.9608, -2.9638], [-0.9291, -1.3563, -1.3977], [-1.6136, 0.6833, -3.7104], [-1.2977, 1.3876, -5.1692], [-3.0189, 0.9238, -3.3409], [-0.4913, 1.1120, -2.7904], [-2.3870, -2.8206, -4.8388], [-3.2096, -1.2692, -5.1278], [-3.1605, -1.9420, -3.5008], [-0.3828, -0.3713, -5.7155], [0.4664, -3.3882, -3.6680], [0.7545, -0.0184, -2.9937], [-2.0832, 1.8614, -5.4346], [2.1529, 2.1226, 0.7798], [-3.8571, 5.7628, -1.8259], [-3.2499, 6.0757, -0.6202], [-2.3255, 5.2097, -0.0609], [-1.9933, 4.0234, -0.7093], [-2.6269, 3.7059, -1.8995], [-3.5592, 4.5656, -2.4544], [-0.4769, 2.8852, -0.1460], [0.7778, 3.9126, -1.2474], [0.8160, 5.3024, -1.2101], [1.6820, 6.0057, -2.0292], [2.4920, 5.3350, -2.9289], [2.4484, 3.9516, -2.9870], [1.6012, 3.2496, -2.1475], [-0.3103, 3.4728, 1.7295], [0.3457, 4.6227, 2.1519], [0.3729, 4.9623, 3.4944], [-0.2570, 4.1609, 4.4320], [-0.8733, 2.9884, 4.0259], [-0.8932, 2.6425, 2.6846], [-4.5622, 6.4499, -2.2703], [-3.4890, 7.0033, -0.1192], [-1.8704, 5.4530, 0.8958], [-2.4005, 2.7662, -2.3775], [-4.0437, 4.2989, -3.3822], [0.1471, 5.8471, -0.5530], [1.7178, 7.0839, -1.9691], [3.1401, 5.8880, -3.5929], [3.0723, 3.4202, -3.6938], [1.5564, 2.1677, -2.1981], [0.8761, 5.2342, 1.4328], [0.8882, 5.8588, 3.8097], [-0.2463, 4.4395, 5.4763], [-1.3386, 2.3400, 4.7561], [-1.3523, 1.7072, 2.3672], [4.6076, 0.2613, -0.9747], [3.2665, 0.0811, -1.2565], [2.4120, -0.4572, -0.3926], [2.8861, -0.9106, 0.7571], [4.2305, -0.8239, 1.1173], [5.0942, -0.1711, 0.2422], [4.7020, -1.4014, 2.3785], [5.7303, -2.2354, 2.4754], [6.5035, -2.7518, 1.3283], [7.6073, -2.0815, 0.7992], [8.2114, -2.6584, -0.3065], [7.8079, -3.8148, -0.8129], [6.7878, -4.3920, -0.2071], [6.1090, -3.9170, 0.8186], [5.2487, 0.7597, -1.6853], [2.8746, 0.3872, -2.2167], [2.1720, -1.3824, 1.4198], [6.1226, 0.0082, 0.5143], [4.1452, -1.1353, 3.2661], [6.0158, -2.6481, 3.4335], [7.9657, -1.1602, 1.2316], [9.0441, -2.1865, -0.8130], [6.4689, -5.3512, -0.5963]], "atomic_forces_ev_per_a": [[0.3, -0.5, 0.2], [-0.1, 0.0, -0.1], [0.2, 0.1, 0.5], [-0.2, -0.2, 0.0], [0.1, 0.1, 0.0], [-0.1, 0.0, -0.1], [-0.7, -0.6, -0.3], [0.4, 0.4, -0.5], [0.0, -0.2, 0.6], [0.2, -0.6, 0.2], [0.1, -0.1, -0.1], [0.0, 0.0, 0.2], [0.1, -0.2, 0.0], [-0.4, 0.2, 0.0], [0.2, 0.0, -0.1], [0.1, 0.0, 0.3], [-0.9, 0.2, 0.1], [-0.2, 0.1, 0.2], [0.1, 0.1, 0.0], [-0.1, -0.1, 0.1], [0.3, -0.3, 0.0], [0.0, 0.0, 0.0], [0.3, 0.3, -0.2], [0.0, 0.1, 0.1], [0.1, 0.1, 0.0], [0.1, -0.1, 0.1], [0.1, 0.1, 0.0], [0.0, 0.0, 0.0], [-0.1, 0.0, 0.1], [-0.1, 0.0, -0.1], [0.0, 0.0, -0.1], [-0.1, 0.1, 0.0], [0.0, 0.1, 0.0], [-0.2, 0.0, 0.0], [0.0, 0.0, 0.1], [0.0, -0.1, -0.1], [0.0, 0.0, 0.0], [0.0, 0.0, 0.0], [0.1, -0.1, -0.1], [0.1, 0.1, 0.0], [0.0, 0.0, -0.1], [0.0, 0.0, 0.1], [0.2, 0.2, 0.6], [0.0, 0.0, -0.4], [0.6, -0.6, -0.9], [-0.3, 0.1, 0.1], [-0.1, -0.4, 0.1], [-0.2, 0.2, 0.5], [0.1, 0.6, -0.8], [0.3, -0.5, 0.6], [-0.2, 0.0, -0.2], [0.3, -0.2, 0.0], [0.0, -0.1, 0.0], [0.0, -0.1, 0.0], [-0.2, 0.0, 0.1], [0.0, 0.0, -0.1], [0.2, -0.2, -0.4], [0.3, 0.6, -0.3], [-0.4, 0.2, -0.3], [0.4, 0.1, 0.2], [-0.1, 0.0, 0.0], [0.0, 0.1, 0.0], [0.2, -0.2, 0.3], [0.0, -0.2, 0.1], [0.1, -0.2, 0.1], [0.0, 0.1, 0.0], [-0.2, 1.7, 0.3], [0.0, 0.0, 0.0], [-0.3, -0.2, 0.2], [0.1, 0.1, -0.1], [0.0, 0.0, 0.0], [0.0, -0.1, -0.1], [-0.1, -0.2, 0.1], [-0.1, -0.2, -0.1], [0.1, 0.0, -0.3], [0.0, 0.1, -0.1], [0.0, -0.1, 0.1], [0.0, 0.1, 0.1], [0.0, -0.1, -0.3], [-0.1, 0.0, 0.0], [0.0, 0.0, 0.1], [0.0, 0.0, -0.1], [-0.1, 0.1, -0.1], [-0.1, 0.0, -0.1], [0.1, 0.0, -0.1], [0.0, 0.1, 0.0], [0.1, 0.0, 0.0], [0.0, 0.0, 0.0], [0.1, 0.2, 0.0], [0.0, 0.0, 0.0], [0.0, 0.1, 0.0], [0.0, 0.0, 0.1], [0.0, -0.1, 0.0], [0.0, 0.1, 0.1], [-0.1, 0.0, -0.1], [0.2, 0.1, -0.2], [-0.2, -0.1, -0.2], [0.4, -0.1, 0.3], [-0.1, 0.2, -0.4], [-0.3, -0.1, 0.0], [0.1, -0.1, 0.2], [-0.1, 0.0, 0.2], [0.4, 0.1, -0.4], [-0.1, -0.3, 0.0], [0.0, 0.2, 0.2], [0.3, -0.1, -0.4], [0.0, -0.2, -0.2], [-0.4, 0.0, 0.4], [0.0, 0.0, -0.1], [0.0, 0.1, 0.1], [-0.1, 0.0, 0.1], [0.0, 0.0, 0.0], [0.0, -0.1, 0.1], [-0.1, 0.0, 0.2], [0.0, 0.1, 0.0], [0.1, 0.1, 0.1], [0.0, 0.0, 0.0]], "mulliken_charge": [4.6911, -1.3419, 0.7569, -0.9790, -0.6015, -1.1660, 0.1027, 0.5413, 0.7340, 0.2565, -0.7082, -1.0443, -0.5785, 0.4814, -0.8752, 0.2275, -0.1259, -0.8382, -0.7165, -1.0605, 1.0312, -0.5457, 0.6952, 0.5275, -0.1010, 0.2912, 0.5159, 0.4203, 0.5029, 0.6348, 0.3375, 0.3804, 0.3490, -0.1135, 0.3967, 0.4585, 0.4058, 0.5563, 0.6952, -0.4581, -0.2679, -1.6565, 1.0368, -0.6201, -0.6565, -0.6938, -0.4893, -0.3247, 1.0699, -0.6965, -0.7700, -0.7175, 0.3742, 0.4149, 0.1540, 0.4179, 0.3715, 0.1538, 0.3621, -0.3827, -0.7908, -0.7774, -0.3104, 0.6409, -0.7139, -0.4974, -0.1113, 1.0754, -0.7804, -1.1067, -0.6763, -0.8969, 0.2084, 1.0344, -0.4670, -0.6560, -0.9074, -1.2184, -0.6392, 0.3883, 0.4526, 0.2779, 0.1228, 0.4967, 0.4312, 0.4281, 0.3832, 0.4677, 0.2146, 0.3848, 0.4478, 0.3799, 0.5026, 0.7741, -1.6827, -0.2885, 1.4126, -1.1677, 0.5207, -0.1614, -0.7954, -0.6897, 0.3749, -0.4847, -0.3556, -0.6075, -0.0721, -0.5373, 0.5107, 0.3725, 0.5793, 0.5917, 0.1739, 0.4780, 0.5880, 0.4238, 0.4390]}